The following is a DFT calculation (ωB97M-V/def2-TZVPD) of 2 unconnected molecules or ions with the total composition CH2N2O in a non-equilibrium geometry.

Each line ends with the Löwdin charge.
Atoms and positions in Å:
C 0.711 1.329 -0.106  -0.05
N 0.400 -1.662 -0.692  0.09
N -0.314 -1.202 0.058  -0.12
O -0.221 0.782 0.379  -0.09
H 0.638 2.344 -0.275  0.01
H -1.214 -1.591 0.636  0.15

For the total energy, the calculation gives -6091.6612 eV. The value obtained for the LUMO energy (alpha / beta) is 0.44 / 0.08 eV. The HOMO energy (alpha / beta) comes out at -8.266 / -7.237 eV. Its spin multiplicity is 1. For the orbital gap (alpha / beta), the calculation gives 0.320 / 0.269 Ha. The value obtained for the molar mass is 58.04 g mol⁻¹. The relative energy (zero: lowest compared OMol25 entry of this formula, charge and spin) comes out at 516.2 kJ/mol.

The following is a DFT calculation (ωB97M-V/def2-TZVPD) of a molecular structure, C3H6ClF in a non-equilibrium geometry.

Each line ends with the Löwdin charge.
Atoms and positions in Å:
C 0.341 -1.353 0.562  0.04
C 0.205 1.311 0.073  -0.12
C -0.246 0.377 1.115  -0.93
F 0.269 0.605 2.319  -0.03
Cl -1.968 0.386 1.365  0.67
H 0.332 -1.133 -0.443  0.00
H 1.314 -1.352 0.916  0.03
H -0.343 -2.191 0.745  0.06
H -0.274 0.945 -0.817  0.07
H 1.284 1.104 -0.034  0.09
H 0.166 2.435 0.217  0.11

For the total energy, the calculation gives -18446.9218 eV. The value obtained for the LUMO energy is 0.94 eV. The HOMO energy comes out at -10.072 eV. Its spin multiplicity is 1. For the orbital gap, the calculation gives 0.405 Ha. The value obtained for the molar mass is 96.53 g mol⁻¹. The relative energy (zero: lowest compared OMol25 entry of this formula, charge and spin) comes out at 119.0 kJ/mol.

The following is a DFT calculation (ωB97M-V/def2-TZVPD) of a molecular structure, C4H7NO8S2 in a non-equilibrium geometry.

Each line ends with the Löwdin charge.
Atoms and positions in Å:
C 1.802 -1.433 0.258  -0.05
C 2.285 0.072 0.087  -0.38
O 2.325 0.687 1.376  -0.08
C 1.286 0.844 -0.866  -0.18
O -0.034 0.495 -0.415  -0.29
S -0.883 1.761 0.206  0.52
O -1.133 2.762 -0.836  -0.36
O -0.152 2.443 1.292  -0.37
N -2.226 1.094 0.890  -0.32
S -2.942 -0.059 -0.099  0.59
O -3.140 0.393 -1.488  -0.39
O -4.289 -0.312 0.462  -0.42
C -2.055 -1.704 -0.093  -0.78
O -1.687 -2.132 -1.196  -0.08
O -1.812 -2.374 0.961  -0.12
H 1.368 -1.783 -0.717  0.09
H 2.671 -2.085 0.528  0.07
H 0.990 -1.540 1.012  0.08
H 3.312 0.010 -0.362  0.13
H 1.445 0.519 1.759  0.08
H 1.480 1.942 -0.866  0.12
H 1.389 0.400 -1.893  0.13

For the total energy, the calculation gives -43801.1086 eV. The value obtained for the LUMO energy is 5.49 eV. The HOMO energy comes out at -1.589 eV. Its spin multiplicity is 1. For the orbital gap, the calculation gives 0.260 Ha. The value obtained for the molar mass is 261.23 g mol⁻¹. Its net charge is -2.

The following is a DFT calculation (ωB97M-V/def2-TZVPD) of C6H8N2 in the gas phase in a non-equilibrium geometry.

Each line ends with the Löwdin charge.
Atoms and positions in Å:
N 3.381 0.156 -0.558  0.12
C 2.329 -0.041 -0.034  -0.12
C 1.010 -0.249 0.708  -0.19
C -0.166 -0.791 -0.144  -0.20
C -1.615 -1.207 -0.077  -0.13
C -2.261 0.243 -0.386  -0.16
C -1.207 1.312 -0.057  -0.18
N -0.191 0.473 0.643  -0.08
H 1.128 -0.501 1.698  0.11
H 0.043 -0.516 -1.222  0.15
H -2.036 -1.764 0.850  0.14
H -1.796 -1.948 -0.822  0.08
H -2.697 0.376 -1.420  0.12
H -3.079 0.469 0.357  0.11
H -0.790 1.953 -0.907  0.13
H -1.640 1.924 0.808  0.12

For the total energy, the calculation gives -9327.2496 eV. The value obtained for the LUMO energy is 0.92 eV. The HOMO energy comes out at -9.259 eV. Its spin multiplicity is 1. The SMILES is N#C[C@@H]1[C@H]2CCCN12. For the orbital gap, the calculation gives 0.374 Ha. The value obtained for the molar mass is 108.14 g mol⁻¹. The relative energy (zero: lowest compared OMol25 entry of this formula, charge and spin) comes out at 430.1 kJ/mol.

The following is a DFT calculation (ωB97M-V/def2-TZVPD) of a molecular structure, C26H33CrO5 in a non-equilibrium geometry.

Each line ends with the Löwdin charge.
Atoms and positions in Å:
O -1.610 0.206 -4.244  -0.09
C -0.152 0.500 -4.328  -0.12
C -0.404 1.929 -4.848  -0.05
H 0.358 -0.143 -5.061  0.07
H 0.305 0.416 -3.329  0.09
C -1.876 1.629 -4.358  -0.57
H -0.344 2.001 -5.944  0.11
H 0.130 2.741 -4.346  0.11
C -2.987 1.848 -5.373  -0.02
H -2.761 1.294 -6.296  0.08
H -3.063 2.922 -5.611  0.09
H -3.925 1.446 -4.951  0.09
C -2.126 2.240 -2.995  -0.03
H -1.253 2.146 -2.336  0.05
H -2.959 1.739 -2.499  0.08
H -2.378 3.295 -3.092  0.09
Cr 0.800 0.018 0.144  0.82
C 1.495 2.010 0.780  -0.11
C 2.591 1.106 0.905  -0.10
C 2.846 0.519 -0.372  -0.11
H 3.196 0.964 1.796  0.12
C 1.909 1.079 -1.314  -0.15
C 1.074 2.023 -0.589  -0.14
H 0.294 2.662 -1.018  0.11
H 1.112 2.633 1.593  0.13
H 3.652 -0.177 -0.603  0.14
H 1.876 0.864 -2.382  0.10
C -0.832 -0.529 1.840  -0.11
C -1.338 0.616 1.157  -0.14
C -1.668 0.232 -0.186  -0.13
H -1.558 1.580 1.617  0.12
C -1.363 -1.154 -0.336  -0.11
C -0.809 -1.624 0.900  -0.14
H -0.521 -2.648 1.117  0.11
H -0.637 -0.600 2.908  0.11
H -2.219 0.838 -0.903  0.08
H -1.631 -1.776 -1.191  0.12
O 1.066 -1.608 -5.936  -0.20
C 0.455 -1.094 -7.178  -0.17
C 0.873 -1.968 -8.377  -0.16
H 0.756 -0.032 -7.298  0.12
H -0.646 -1.115 -7.059  0.12
C 1.772 -3.075 -7.777  -0.16
H 1.438 -1.398 -9.122  0.11
H 0.001 -2.407 -8.873  0.11
C 1.672 -2.889 -6.249  -0.18
H 2.802 -2.952 -8.136  0.11
H 1.437 -4.073 -8.069  0.11
H 2.676 -2.949 -5.793  0.12
H 1.024 -3.684 -5.834  0.12
O 1.091 -0.822 4.873  0.05
C 1.087 -2.167 4.723  -0.28
C 0.470 -3.034 5.647  -0.03
C 0.286 -4.368 5.308  -0.10
C 0.770 -4.862 4.086  -0.10
C 1.463 -4.016 3.218  -0.03
C 1.623 -2.665 3.524  -0.08
C 2.268 -1.708 2.543  -0.61
O 3.041 -0.864 3.023  0.01
O 1.932 -1.902 1.321  -0.10
H 0.748 -0.613 5.766  0.12
H 0.114 -2.639 6.600  0.11
H -0.239 -5.041 5.984  0.10
H 0.625 -5.907 3.811  0.09
H 1.869 -4.364 2.269  0.12

For the total energy, the calculation gives -66152.8315 eV. The value obtained for the LUMO energy (alpha / beta) is -0.62 / -0.16 eV. The HOMO energy (alpha / beta) comes out at -7.757 / -7.780 eV. Its spin multiplicity is 4. For the orbital gap (alpha / beta), the calculation gives 0.262 / 0.280 Ha. The value obtained for the molar mass is 477.54 g mol⁻¹. The relative energy (zero: lowest compared OMol25 entry of this formula, charge and spin) comes out at 0.0 kJ/mol.